Record 1
# C4H14N3

A 2-piece molecular cluster, C4H14N3 overall in a non-equilibrium geometry (wB97M-V/def2-TZVPD, the OMol25 dataset).

Charge   +1
F_max   2.08 eV/A
Multiplicity   1
Energy   -8839.0323 eV
Frontier orbital gap   9.79 eV
Energy above the lowest of the compared OMol25 structures with the same formula, charge and spin   95.6 kJ/mol

Last column: Mulliken charge in e.
Positions of all 21 atoms, in Å:
N: -1.925 -1.488 0.547  -0.302
N: -0.765 -1.384 2.571  -0.340
N: 1.538 -0.514 -0.483  -0.598
C: -0.477 0.517 -1.636  -1.473
C: -0.868 -1.707 1.304  0.138
C: 0.578 0.623 -0.471  0.594
C: 1.261 2.035 -0.505  -1.544
H: 1.922 2.116 -1.335  0.426
H: -1.391 -0.688 2.971  0.255
H: 0.496 2.829 -0.415  0.386
H: -0.959 -0.469 -1.764  0.453
H: 0.090 0.617 0.499  0.156
H: -1.290 1.286 -1.561  0.327
H: -1.804 -1.479 -0.477  0.270
H: 0.075 0.747 -2.553  0.407
H: 0.140 -1.480 3.029  0.283
H: 1.675 -0.728 -1.493  0.286
H: 0.090 -2.040 0.774  0.375
H: 1.914 2.253 0.393  0.380
H: 2.424 -0.119 -0.255  0.267
H: -2.723 -0.927 0.860  0.253

***

Record 2
# C4H14N4

C4H14N4 as an isolated structure (wB97M-V/def2-TZVPD, the OMol25 dataset).

Charge   0
F_max   0.92 eV/A
Multiplicity   1
Energy   -10331.6105 eV
Frontier orbital gap   8.20 eV
Energy above the lowest of the compared OMol25 structures with the same formula, charge and spin   404.7 kJ/mol

Last column: Mulliken charge in e.
Positions of all 22 atoms, in Å:
N: -0.398 1.592 0.636  -0.611
N: -0.873 1.397 1.974  -0.534
N: 1.705 0.970 -0.975  -0.899
N: -0.466 -0.389 -0.750  -0.023
C: 0.945 0.362 -0.141  1.030
C: 1.573 -0.367 1.016  -1.432
C: -0.409 -0.777 -2.164  -0.874
C: -0.989 -1.468 0.112  -1.010
H: 1.915 -1.359 0.707  0.294
H: 0.061 -0.002 -2.765  0.318
H: -1.144 -1.068 1.111  0.330
H: -0.230 1.797 2.655  0.204
H: 1.211 1.374 -1.766  0.198
H: -1.772 1.857 2.107  0.213
H: -0.952 0.557 -0.438  0.500
H: 2.446 0.205 1.326  0.346
H: -1.424 -0.926 -2.534  0.347
H: 0.894 -0.468 1.861  0.387
H: -0.025 2.531 0.488  0.228
H: 0.167 -1.693 -2.305  0.289
H: -1.942 -1.819 -0.288  0.354
H: -0.291 -2.306 0.133  0.343

***

Record 3
# C4H14N4OSZn

C4H14N4OSZn as an isolated structure in a non-equilibrium geometry (wB97M-V/def2-TZVPD, the OMol25 dataset).

Charge   0
F_max   12.22 eV/A
Multiplicity   1
Energy   -71621.5417 eV
Frontier orbital gap (alpha / beta)   4.93 / 4.76 eV

Last column: Mulliken charge in e.
Positions of all 25 atoms, in Å:
Zn: -0.325 -0.926 -0.368  -0.760
S: -1.542 -3.504 -0.368  0.046
O: -0.083 -3.806 -0.368  -0.422
N: 0.239 0.810 -0.736  0.172
N: -1.838 -2.025 -0.368  -0.224
N: 1.536 -1.101 0.227  -0.462
N: -1.932 0.027 0.227  -0.389
C: -0.691 1.928 -0.417  -0.290
C: -1.871 1.435 0.445  -0.653
C: 1.649 1.167 -0.417  -0.410
C: 2.314 0.075 0.445  -0.678
H: 1.827 -1.910 0.125  0.296
H: 2.190 1.244 -1.369  0.259
H: -1.865 -0.733 1.584  0.286
H: -1.678 1.639 1.503  0.298
H: -2.644 -0.457 0.125  0.456
H: 2.278 0.353 1.503  0.374
H: 3.360 -0.066 0.156  0.310
H: -0.210 2.776 0.083  0.257
H: 1.035 -1.675 1.584  0.094
H: 0.224 0.764 -2.096  0.331
H: -1.083 2.308 -1.369  0.248
H: 1.759 2.136 0.083  0.266
H: 0.153 -2.396 -0.368  0.261
H: -2.800 1.936 0.156  0.336

***

Record 4
# C4H14N5

A 2-piece molecular cluster, C4H14N5 overall in a non-equilibrium geometry (wB97M-V/def2-TZVPD, the OMol25 dataset).

Charge   +1
F_max   5.38 eV/A
Multiplicity   1
Energy   -11816.5813 eV
Frontier orbital gap   7.44 eV
Energy above the lowest of the compared OMol25 structures with the same formula, charge and spin   0.0 kJ/mol

Last column: Mulliken charge in e.
Positions of all 23 atoms, in Å:
N: 1.123 0.493 0.971  0.109
N: -2.537 0.120 1.369  -0.541
N: -3.316 0.077 -0.861  -0.445
N: 1.324 1.734 0.967  -0.208
N: -1.091 0.616 -0.476  -0.488
C: 1.104 -1.729 0.297  -1.315
C: 1.870 -0.438 0.197  0.535
C: 2.308 0.006 -1.274  -1.132
C: -2.276 0.295 -0.015  0.523
H: 1.974 2.197 0.324  0.262
H: -1.742 0.166 1.951  0.253
H: 1.105 -1.899 1.391  0.349
H: 2.565 -0.560 0.989  0.374
H: -4.253 -0.250 -0.378  0.247
H: -1.142 0.599 -1.444  0.100
H: 0.711 2.345 1.386  0.246
H: 2.251 -0.814 -2.022  0.336
H: -3.060 -0.665 1.628  0.229
H: 1.478 -2.453 -0.256  0.499
H: 3.280 0.544 -1.383  0.327
H: 0.050 -1.589 -0.009  0.180
H: -3.218 0.478 -1.795  0.234
H: 1.490 0.728 -1.557  0.326

***

Record 5
# C4H14NO

A 2-piece molecular cluster, C4H14NO overall in a non-equilibrium geometry (wB97M-V/def2-TZVPD, the OMol25 dataset).

Charge   0
F_max   1.98 eV/A
Multiplicity   2
Energy   -7909.4099 eV
Frontier orbital gap (alpha / beta)   3.94 / 12.23 eV
Energy above the lowest of the compared OMol25 structures with the same formula, charge and spin   151.5 kJ/mol

Last column: Mulliken charge in e.
Positions of all 20 atoms, in Å:
O: 1.831 2.908 1.358  -0.984
N: 0.030 0.409 1.335  -1.431
C: 0.563 -0.569 -0.901  -0.797
C: -1.983 -0.879 -0.969  -1.429
C: 0.741 -0.698 0.632  -1.156
C: -0.622 -1.384 -1.473  -0.255
H: 0.546 1.294 1.225  0.104
H: 0.430 -1.662 1.008  0.527
H: -2.795 -1.410 -1.480  0.381
H: -0.984 0.431 1.171  0.641
H: -2.096 -1.164 0.077  0.357
H: 1.218 3.613 1.524  0.391
H: -2.170 0.169 -1.179  0.334
H: 1.795 -0.528 0.842  0.458
H: 1.453 -0.823 -1.484  0.368
H: 0.491 0.500 -1.128  0.434
H: 2.503 3.219 0.724  0.368
H: -0.473 -2.407 -1.136  0.280
H: -0.604 -1.261 -2.554  0.344
H: 0.125 0.243 2.409  1.066